A 9-piece molecular cluster, C32H90N8O9 overall at a distorted geometry. Source: the OMol25 dataset; level of theory: the ωB97M-V functional and the def2-TZVPD basis.

Element x y z (Å)
1 C -0.7127 -2.7805 4.9617
2 C 0.6712 -2.0204 5.0383
3 C 0.5510 -0.6453 5.6481
4 O -0.1354 0.2136 4.7469
5 C -0.3913 1.5174 5.3315
6 N 1.5271 -2.8914 5.7593
7 H -1.3508 -2.5869 5.8240
8 H -0.4839 -3.8453 4.9176
9 H -1.1758 -2.3662 4.0662
10 H 1.0931 -1.8895 4.0419
11 H 1.5426 -0.3044 5.9455
12 H -0.0914 -0.7243 6.5252
13 H -1.0278 1.4292 6.2119
14 H -1.0029 2.1646 4.7029
15 H 0.4397 2.1527 5.6379
16 H 2.4832 -2.6747 5.5162
17 H 1.4160 -3.8056 5.3447
18 C 2.2127 0.5961 1.3389
19 C 1.3877 1.8242 1.3792
20 C -0.0043 1.5650 0.6940
21 O 0.0724 1.0851 -0.6553
22 C -1.1716 1.0337 -1.3697
23 N 1.2544 2.1772 2.7881
24 H 1.7211 -0.1626 1.9477
25 H 3.2319 0.7812 1.6783
26 H 2.2305 0.1449 0.3468
27 H 1.9653 2.5680 0.8304
28 H -0.5299 2.5183 0.6390
29 H -0.6014 0.9572 1.3739
30 H -2.0219 0.6396 -0.8132
31 H -1.1169 0.4111 -2.2628
32 H -1.5432 2.0471 -1.5214
33 H 2.1865 2.0831 3.1656
34 H 0.7485 1.4998 3.3406
35 C 0.8947 -1.9029 -5.9611
36 C 0.2228 -1.4378 -4.6801
37 C -0.8524 -2.4735 -4.4415
38 O -1.4206 -2.3675 -3.0922
39 C -2.5821 -3.1408 -2.8853
40 N 1.2883 -1.4699 -3.6986
41 H 1.3918 -2.8545 -5.7728
42 H 1.5034 -1.1527 -6.4660
43 H 0.2320 -2.0139 -6.8193
44 H -0.0066 -0.3770 -4.7811
45 H -0.5187 -3.4828 -4.6826
46 H -1.6292 -2.2359 -5.1682
47 H -3.4414 -2.7788 -3.4498
48 H -2.9629 -3.0137 -1.8719
49 H -2.5412 -4.2018 -3.1317
50 H 0.9402 -1.6013 -2.7596
51 H 1.7087 -2.3839 -3.7883
52 C -3.3651 -0.6594 1.7365
53 C -4.6132 0.0982 1.4622
54 C -5.3619 -0.3924 0.1858
55 O -6.5747 0.2893 -0.1723
56 C -6.4610 1.6828 -0.4042
57 N -5.3990 0.1714 2.6858
58 H -3.4554 -1.7423 1.6503
59 H -2.8572 -0.4959 2.6869
60 H -2.6539 -0.4332 0.9421
61 H -4.4202 1.1408 1.2098
62 H -5.4452 -1.4716 0.3139
63 H -4.6334 -0.2500 -0.6123
64 H -5.5615 1.8920 -0.9831
65 H -6.3425 2.1200 0.5872
66 H -7.3900 2.0287 -0.8574
67 H -6.3046 0.6179 2.6586
68 H -5.6009 -0.7722 2.9838
69 C 6.7423 1.7571 2.5899
70 C 6.3683 1.3843 4.0118
71 C 4.9016 1.1774 4.2628
72 O 4.0846 2.1949 3.7156
73 C 4.2489 3.3595 4.5162
74 N 7.0941 0.2043 4.5354
75 H 6.3191 0.9571 1.9824
76 H 7.8109 1.8994 2.4292
77 H 6.2477 2.6191 2.1423
78 H 6.7045 2.2811 4.5322
79 H 4.8263 0.8537 5.3009
80 H 4.5650 0.2712 3.7592
81 H 5.2215 3.5419 4.9734
82 H 3.4556 3.3790 5.2634
83 H 3.9749 4.2472 3.9460
84 H 6.9169 -0.6373 4.0058
85 H 6.7592 -0.0123 5.4633
86 C 2.2738 3.7270 -1.9259
87 C 2.8367 2.5117 -2.8001
88 C 3.7904 1.7415 -1.9233
89 O 5.0735 2.2617 -2.1687
90 C 6.1242 1.7720 -1.3758
91 N 1.6318 1.7578 -3.0379
92 H 1.7581 4.3997 -2.6112
93 H 3.1382 4.2769 -1.5538
94 H 1.6999 3.5345 -1.0194
95 H 3.3658 2.7994 -3.7086
96 H 3.7743 0.8099 -2.4889
97 H 3.5747 1.5849 -0.8663
98 H 5.9305 1.8418 -0.3054
99 H 7.0209 2.3651 -1.5551
100 H 6.3122 0.7161 -1.5704
101 H 1.8907 0.8495 -3.3960
102 H 1.1857 1.5937 -2.1467
103 C -7.6467 2.6788 -3.9647
104 C -6.5579 2.1256 -4.8418
105 C -5.1954 2.1603 -4.0743
106 O -4.2194 1.6159 -4.9046
107 C -2.9546 1.5108 -4.3994
108 N -6.9750 0.7415 -5.0754
109 H -7.9458 2.0319 -3.1400
110 H -8.5653 2.9571 -4.4812
111 H -7.3855 3.6995 -3.6852
112 H -6.5493 2.7797 -5.7137
113 H -5.3735 1.5353 -3.1993
114 H -4.9448 3.1879 -3.8108
115 H -2.4520 2.4780 -4.3922
116 H -2.2703 0.8743 -4.9604
117 H -2.9846 1.0470 -3.4135
118 H -7.0897 0.2615 -4.1942
119 H -6.3634 0.1463 -5.6157
120 C 1.8704 -4.9386 -2.3598
121 C 1.4015 -5.6820 -1.0677
122 C 0.2929 -4.8195 -0.3712
123 O 0.9114 -3.6064 0.0959
124 C 0.0149 -2.8482 0.8914
125 N 0.9645 -6.9781 -1.4166
126 H 2.7297 -5.5217 -2.6909
127 H 2.3413 -4.0260 -1.9943
128 H 1.0815 -4.6161 -3.0394
129 H 2.2902 -5.6869 -0.4365
130 H -0.0200 -5.3795 0.5101
131 H -0.5384 -4.7522 -1.0730
132 H -0.2514 -3.4072 1.7885
133 H -0.8601 -2.7407 0.2502
134 H 0.5446 -1.9185 1.0988
135 H 0.8219 -7.4484 -0.5342
136 H 0.0743 -6.9274 -1.8910
137 O 1.4842 4.8609 2.6818
138 H 2.1664 5.0269 2.0312
139 H 1.3705 3.9105 2.6732

Results
- expectation value of S² = 0.756
- multiplicity = 2
- maximum force (hartree/bohr) = 0.0873
- lowest unoccupied orbital energy (spin up / spin down) (eV) = -2.9 / -8.7
- electronic energy (Eh) = -2387.8038
- charge = +1

One molecule with the formula C3H7NO2 at a distorted geometry. Source: the OMol25 dataset; level of theory: the ωB97M-V functional and the def2-TZVPD basis.

Element x y z (Å)
1 N 1.2096 -1.2966 0.5481
2 C 1.2917 -0.0728 -0.1094
3 O 2.2887 0.2276 -0.7913
4 C 0.0646 0.9378 0.0168
5 C -1.3134 0.3019 0.1085
6 O -1.5378 -0.7032 -0.8990
7 H 1.7912 -1.8264 -0.0504
8 H 0.7225 -1.3351 1.4326
9 H 0.1885 1.7362 -0.6967
10 H 0.2560 1.5912 0.9983
11 H -2.1584 1.0133 0.0989
12 H -1.4851 -0.3231 1.0963
13 H -1.3182 -0.2507 -1.7527

Results
- multiplicity = 1
- maximum force (hartree/bohr) = 0.0711
- lowest unoccupied orbital energy (eV) = 0.7
- electronic energy (Eh) = -323.7141
- structure (SMILES) = NC(=O)CCO
- ΔE to the lowest compared entry with this formula, charge and spin (kcal/mol) = 42.0
- charge = 0